1.
{
  "formula": "C7H10NO3P",
  "method": "ωB97M-V with the def2-TZVPD basis set",
  "e_tot_ha": -894.47326,
  "smiles": "O=C(O)[C@H](CO)N[C@H]1C=CC=P1",
  "orbital_gap_ha": 0.3180,
  "relative_energy_kcal_mol": 23.1,
  "homo_energy_ev": -9.0,
  "elements": ["C", "C", "C", "C", "C", "C", "C", "N", "O", "O", "O", "P", "H", "H", "H", "H", "H", "H", "H", "H", "H", "H"],
  "positions_angstrom": [[1.909, 0.344, -2.300], [1.784, -0.414, -1.222], [1.471, 1.756, -2.010], [-1.658, -0.763, 2.350], [1.442, 0.213, 0.099], [-1.824, -0.208, -0.110], [-0.858, -0.105, 1.103], [0.554, -0.501, 1.016], [-1.083, -1.712, 3.117], [-2.802, -0.436, 2.536], [-1.283, 0.411, -1.244], [1.013, 2.037, -0.437], [1.902, -0.034, -3.310], [1.987, -1.444, -1.158], [1.523, 2.443, -2.821], [2.465, 0.379, 0.665], [-2.771, 0.311, 0.309], [-2.091, -1.270, -0.408], [-0.885, 0.930, 1.331], [0.441, -1.440, 0.649], [-0.173, -1.828, 3.036], [-1.063, 1.332, -1.190]],
  "lowdin_charge": [-0.15, -0.15, -0.39, -0.43, -0.49, -0.21, -0.25, -0.02, 0.14, 0.10, -0.10, 0.99, 0.10, 0.09, 0.03, 0.14, 0.14, 0.15, 0.11, 0.11, 0.07, 0.00]
}

2.
{
  "formula": "CH5O2PS",
  "method": "ωB97M-V with the def2-TZVPD basis set",
  "e_tot_ha": -931.12127,
  "smiles": "COP=O.S",
  "orbital_gap_ha": 0.3549,
  "relative_energy_kcal_mol": 27.5,
  "homo_energy_ev": -10.0,
  "elements": ["C", "O", "O", "P", "S", "H", "H", "H", "H", "H"],
  "positions_angstrom": [[0.955, 1.699, 0.786], [-2.806, 2.222, 0.485], [-0.410, 2.004, 1.082], [-1.637, 1.430, 0.111], [0.060, -3.808, -2.103], [1.662, 2.569, 0.776], [1.077, 1.163, -0.122], [1.299, 1.058, 1.490], [0.268, -5.059, -1.562], [-0.467, -3.278, -0.944]],
  "lowdin_charge": [-0.18, -0.44, -0.42, 0.85, 0.41, 0.11, 0.05, 0.04, -0.20, -0.21]
}

3.
{
  "formula": "C31H40BrN4O4S3",
  "method": "ωB97M-V with the def2-TZVPD basis set",
  "e_tot_ha": -5493.07272,
  "orbital_gap_ha": 0.2601,
  "homo_energy_ev": -10.4,
  "charge": 1,
  "elements": ["C", "C", "Br", "C", "C", "C", "C", "C", "S", "C", "S", "N", "C", "C", "N", "C", "C", "O", "C", "C", "C", "C", "O", "C", "C", "C", "C", "C", "C", "N", "C", "C", "C", "N", "C", "C", "H", "H", "H", "H", "H", "H", "H", "H", "H", "H", "H", "H", "H", "H", "H", "H", "H", "H", "H", "H", "H", "H", "H", "H", "H", "H", "H", "H", "H", "H", "H", "H", "C", "C", "C", "S", "O", "O", "C", "H", "H", "H", "H", "H", "H", "H", "H"],
  "positions_angstrom": [[3.757, -0.959, 4.534], [2.981, -1.846, 3.401], [3.119, -3.743, 4.110], [1.422, -1.521, 3.342], [0.835, -0.638, 2.166], [-0.588, -1.329, 1.753], [-1.537, -0.440, 0.841], [-3.029, -1.102, 0.916], [-4.091, -0.471, -0.472], [-5.836, -0.285, 0.124], [-6.769, -1.683, 0.294], [-6.485, 0.989, 0.491], [-6.248, 1.555, 1.814], [-7.143, 2.815, 1.744], [-7.792, 2.878, 0.435], [-7.390, 1.753, -0.367], [0.421, 0.794, 2.853], [1.616, 1.256, 3.518], [2.691, 1.571, 2.612], [2.815, 0.689, 1.277], [3.196, 1.689, 0.090], [2.047, 2.657, -0.426], [1.565, 2.404, -1.581], [1.460, 3.937, 0.301], [2.353, 5.093, 0.814], [1.707, 6.283, 1.554], [0.171, 6.387, 1.833], [-0.714, 5.215, 1.268], [-0.077, 3.993, 0.511], [1.684, -0.268, 0.999], [2.025, -1.386, 0.054], [2.085, -2.890, 0.347], [2.439, -3.865, -0.767], [2.714, -3.657, -2.146], [2.598, -2.259, -2.379], [2.301, -1.103, -1.441], [4.216, -1.624, 5.355], [4.657, -0.391, 4.077], [3.057, -0.232, 5.074], [3.538, -1.886, 2.411], [0.884, -2.547, 3.304], [1.124, -1.102, 4.380], [-1.127, -1.485, 2.767], [-0.424, -2.374, 1.324], [-1.679, 0.647, 1.143], [-1.211, -0.582, -0.259], [-3.009, -2.235, 1.037], [-3.488, -0.681, 1.894], [-5.579, 1.148, 2.641], [-7.301, 3.579, 2.585], [-7.710, 1.479, -1.435], [-0.469, 0.630, 3.561], [0.169, 1.501, 1.990], [3.680, 1.447, 3.200], [2.629, 2.712, 2.414], [3.754, 0.025, 1.413], [3.697, 1.179, -0.818], [4.031, 2.374, 0.516], [3.476, 5.019, 0.647], [2.351, 7.142, 1.962], [-0.270, 7.261, 2.410], [-1.841, 5.294, 1.469], [-0.806, 3.187, 0.175], [1.032, 0.308, 0.403], [1.866, -3.282, 1.391], [2.497, -4.976, -0.453], [2.762, -1.967, -3.484], [2.257, -0.034, -1.849], [-0.421, -4.046, -6.078], [-0.528, -2.836, -7.008], [-1.077, -1.670, -6.183], [-0.566, -1.968, -4.494], [-1.744, -2.209, -3.692], [0.437, -0.993, -4.119], [0.237, -3.531, -4.804], [0.158, -4.854, -6.530], [-1.422, -4.429, -5.855], [0.466, -2.581, -7.390], [-1.166, -3.043, -7.870], [-0.674, -0.714, -6.519], [-2.168, -1.643, -6.206], [0.100, -4.196, -3.951], [1.300, -3.336, -4.962]],
  "lowdin_charge": [-0.15, -0.64, 0.66, -0.18, -0.32, -0.13, -0.23, -0.48, 0.79, -0.98, 0.69, -0.23, -0.04, -0.11, -0.01, -0.08, -0.09, -0.15, -0.11, -0.17, -0.06, -0.28, 0.04, -0.13, -0.02, -0.05, -0.03, -0.04, -0.01, 0.02, -0.09, 0.02, -0.09, 0.07, -0.11, 0.04, 0.06, 0.08, 0.08, 0.07, 0.09, 0.15, 0.14, 0.13, 0.11, 0.12, 0.10, 0.09, 0.11, 0.10, 0.14, 0.17, 0.12, 0.14, 0.14, 0.17, 0.14, 0.15, 0.10, 0.10, 0.10, 0.10, 0.10, 0.18, 0.08, 0.13, 0.12, 0.10, -0.22, -0.21, -0.22, 0.66, -0.32, -0.35, -0.24, 0.12, 0.12, 0.12, 0.12, 0.11, 0.11, 0.11, 0.10]
}

4.
{
  "formula": "C32H42NO5W",
  "method": "ωB97M-V with the def2-TZVPD basis set",
  "e_tot_ha": -1742.37528,
  "multiplicity": 3,
  "orbital_gap_ha": [0.1314, 0.1508],
  "relative_energy_kcal_mol": 64.7,
  "homo_energy_ev": [-1.2, -1.8],
  "charge": -1,
  "elements": ["C", "C", "C", "C", "H", "H", "C", "H", "H", "C", "H", "H", "C", "C", "C", "O", "O", "O", "O", "C", "H", "H", "H", "C", "H", "H", "H", "O", "H", "H", "C", "C", "H", "H", "H", "H", "H", "H", "W", "C", "C", "C", "H", "C", "C", "H", "H", "H", "H", "C", "C", "C", "H", "C", "C", "H", "H", "H", "H", "C", "N", "C", "C", "C", "C", "C", "C", "C", "C", "H", "H", "H", "H", "H", "H", "H", "H", "H", "H", "H", "H"],
  "positions_angstrom": [[-0.051, 3.667, -3.335], [0.030, 3.391, -1.826], [0.317, 2.412, -4.053], [1.031, 1.488, -3.022], [0.991, 2.651, -4.875], [-0.562, 1.942, -4.479], [1.094, 2.314, -1.647], [-0.931, 2.974, -1.507], [0.208, 4.313, -1.250], [1.183, 1.595, -0.247], [2.042, 2.872, -1.694], [2.083, 1.366, -3.314], [0.426, 0.152, -3.098], [-1.433, 4.227, -3.720], [0.797, 4.863, -3.782], [1.465, 4.896, -4.804], [-2.486, 3.962, -3.187], [-1.388, 5.093, -4.760], [0.733, 5.925, -2.950], [1.442, 7.073, -3.480], [1.274, 7.867, -2.741], [1.024, 7.349, -4.463], [2.514, 6.839, -3.587], [-2.649, 5.677, -5.134], [-3.393, 4.888, -5.323], [-2.449, 6.259, -6.043], [-3.011, 6.331, -4.326], [0.571, 0.383, 0.064], [0.933, 2.364, 0.595], [2.295, 1.341, -0.216], [1.313, -1.002, -2.822], [-1.024, 0.031, -2.921], [-1.428, -0.213, -3.983], [-1.602, 0.917, -2.537], [-1.382, -0.816, -2.271], [0.834, -1.867, -2.302], [2.236, -0.760, -2.220], [1.637, -1.342, -3.862], [0.067, -0.897, 1.697], [1.628, -1.779, 3.077], [2.287, -1.204, 1.964], [1.983, 0.230, 1.961], [2.899, -1.710, 1.227], [1.114, 0.466, 3.108], [0.927, -0.755, 3.776], [0.422, -0.891, 4.752], [1.692, -2.806, 3.407], [2.460, 0.968, 1.410], [0.804, 1.451, 3.435], [-2.546, -1.357, 1.247], [-2.371, -1.199, 2.643], [-1.702, 0.054, 2.870], [-2.758, -1.838, 3.433], [-1.554, 0.700, 1.575], [-2.048, -0.221, 0.586], [-2.128, 0.009, -0.491], [-3.013, -2.230, 0.754], [-1.534, 0.529, 3.824], [-1.248, 1.734, 1.410], [1.171, -5.375, 4.502], [0.490, -4.106, 4.656], [0.353, -3.721, 6.057], [-0.725, -3.919, 3.872], [-0.557, -4.155, 2.389], [-0.799, -5.456, 1.966], [-0.589, -5.830, 0.629], [-0.175, -4.876, -0.272], [0.027, -3.545, 0.125], [-0.192, -3.175, 1.445], [2.093, -5.331, 5.104], [1.440, -5.556, 3.454], [0.566, -6.232, 4.867], [1.351, -3.716, 6.520], [-0.082, -2.721, 6.131], [-0.285, -4.426, 6.620], [-1.505, -4.615, 4.256], [-1.095, -2.904, 4.064], [-1.143, -6.199, 2.683], [-0.757, -6.876, 0.322], [0.001, -5.136, -1.331], [0.351, -2.805, -0.602]],
  "lowdin_spin": [0.00, 0.00, 0.02, 0.07, 0.00, 0.00, 0.05, 0.00, 0.00, 0.01, 0.00, 0.00, 0.56, 0.00, 0.00, 0.00, 0.00, 0.00, 0.00, 0.00, 0.00, 0.00, 0.00, 0.00, 0.00, 0.00, 0.00, 0.04, 0.00, 0.00, 0.08, 0.09, 0.04, 0.01, 0.01, 0.00, 0.01, 0.03, 0.48, 0.02, 0.01, 0.03, 0.00, 0.07, 0.04, 0.01, 0.00, 0.00, 0.01, 0.11, 0.07, 0.01, 0.00, 0.00, 0.05, 0.00, 0.01, 0.00, 0.00, 0.00, 0.00, 0.00, 0.00, 0.01, 0.00, 0.00, 0.00, 0.00, 0.03, 0.00, 0.00, 0.00, 0.00, 0.00, 0.00, 0.00, 0.00, 0.00, 0.00, 0.00, 0.00]
}

5.
{
  "formula": "C6H11N",
  "method": "ωB97M-V with the def2-TZVPD basis set",
  "e_tot_ha": -289.62738,
  "multiplicity": 2,
  "orbital_gap_ha": [0.3586, 0.2337],
  "relative_energy_kcal_mol": 25.9,
  "homo_energy_ev": [-13.4, -13.4],
  "charge": 1,
  "elements": ["C", "C", "N", "C", "C", "C", "C", "H", "H", "H", "H", "H", "H", "H", "H", "H", "H", "H"],
  "positions_angstrom": [[2.401, -1.583, -1.716], [1.469, -0.993, -0.885], [1.447, 0.328, -0.712], [0.418, 1.040, 0.063], [-3.018, 0.181, 1.575], [-1.860, 0.835, 0.901], [-0.709, 0.229, 0.605], [3.186, -0.994, -2.174], [2.174, -2.598, -2.009], [0.613, -1.509, -0.471], [2.376, 0.744, -0.659], [0.957, 1.570, 0.853], [0.029, 1.804, -0.608], [-3.550, -0.499, 0.898], [-2.847, -0.335, 2.520], [-3.770, 0.952, 1.768], [-2.032, 1.793, 0.427], [-0.593, -0.765, 1.022]],
  "lowdin_spin": [0.47, 0.09, 0.32, 0.03, 0.00, 0.01, 0.00, 0.02, 0.02, 0.00, 0.00, 0.01, 0.02, 0.00, 0.00, 0.00, 0.00, 0.00]
}

Short version: max |F| = 2.9 3.3 6.6 4.5 1.9 eV/A, in the order given.